The following is a DFT calculation (the ωB97M-V functional and the def2-TZVPD basis) of a cluster of 2 separate species, C25H51ClFN4O12P2S in total in a non-equilibrium geometry.

The value obtained for the HOMO energy is -11.83 eV. The value obtained for the LUMO energy is -2.175 eV. As for the net charge: +1. The calculation puts the orbital gap at 9.65 eV.

Bonds (Å) are listed after each position.
Element x y z (Å)
1 C -1.25 0.72 5.67  O2 1.421, H41 1.086, H42 1.081, H43 1.090
2 O -1.02 1.33 4.41  C1 1.421, C3 1.404
3 C -1.05 0.39 3.36  O2 1.404, C4 1.519, H44 1.092, H45 1.086
4 C -0.56 1.08 2.11  C3 1.519, C5 1.566, C28 1.551, H46 1.083
5 C -1.20 0.51 0.80  C4 1.566, C6 1.518, C13 1.562, H47 1.082
6 C -1.92 -0.81 0.96  C5 1.518, O7 1.425, H48 1.089, H49 1.083
7 O -1.14 -1.85 1.54  C6 1.425, C8 1.403
8 C -1.52 -3.10 1.02  O7 1.403, O9 1.386, H50 1.103, H51 1.095
9 O -0.87 -4.08 1.75  C8 1.386, C10 1.417
10 C -1.32 -5.37 1.35  O9 1.417, C11 1.535, H52 1.089, H53 1.081
11 C -0.69 -5.88 0.05  C10 1.535, O12 1.430, H54 1.084, H55 1.084
12 O -1.71 -6.07 -0.93  C11 1.430, H56 0.966
13 C -0.33 0.67 -0.49  C5 1.562, C14 1.528, C18 1.544, H57 1.080
14 C -0.83 -0.17 -1.67  C13 1.528, C15 1.543, H58 1.082, H59 1.087
15 C -2.26 0.21 -2.11  C14 1.543, C16 1.508, F17 1.392, H60 1.088
16 C -2.32 0.29 -3.61  C15 1.508, H61 1.080, H62 1.080, H63 1.091
17 F -2.67 1.44 -1.59  C15 1.392
18 C 1.21 0.63 -0.30  C13 1.544, P19 1.844, N23 1.484, H64 1.087
19 P 2.25 -0.34 -1.47  C18 1.844, O20 1.450, O21 1.589, O22 1.572
20 O 3.60 -0.15 -0.97  P19 1.450
21 O 2.15 0.32 -2.92  P19 1.589, H65 0.973
22 O 1.87 -1.85 -1.65  P19 1.572, H66 0.969
23 N 1.68 0.44 1.09  C18 1.484, C24 1.509, C28 1.520, H67 1.031
24 C 1.62 -1.02 1.49  N23 1.509, C25 1.532, H68 1.078, H69 1.072
25 C 2.94 -1.80 1.51  C24 1.532, C26 1.521, H70 1.078, H71 1.085
26 C 4.17 -1.13 2.09  C25 1.521, Cl27 1.808, H72 1.079, H73 1.072
27 Cl 5.60 -2.07 1.49  C26 1.808
28 C 0.96 1.39 2.03  C4 1.551, N23 1.520, C29 1.573, P37 1.882
29 C 1.27 2.86 1.55  C28 1.573, C30 1.543, H74 1.089, H75 1.083
30 C 0.25 3.60 0.66  C29 1.543, C31 1.537, H76 1.085, H77 1.082
31 C 0.80 4.03 -0.71  C30 1.537, C32 1.523, H78 1.086, H79 1.085
32 C 2.12 4.78 -0.63  C31 1.523, N33 1.488, H80 1.081, H81 1.085
33 N 2.85 4.69 -1.92  C32 1.488, C34 1.424, H82 1.010
34 C 4.15 4.17 -1.66  N33 1.424, N35 1.257, N36 1.402
35 N 5.22 4.83 -1.64  C34 1.257, H83 1.017
36 N 4.08 2.81 -1.36  C34 1.402, H84 1.014, H85 1.013
37 P 1.93 1.38 3.64  C28 1.882, O38 1.591, O39 1.624, S40 1.905
38 O 1.46 2.64 4.50  P37 1.591, H86 0.975
39 O 3.40 1.82 3.12  P37 1.624, H87 0.974
40 S 2.08 -0.18 4.72  P37 1.905
41 H -0.63 -0.16 5.79  C1 1.086
42 H -0.97 1.43 6.43  C1 1.081
43 H -2.31 0.47 5.77  C1 1.090
44 H -2.10 0.12 3.25  C3 1.092
45 H -0.53 -0.54 3.61  C3 1.086
46 H -1.01 2.06 2.27  C4 1.083
47 H -2.03 1.18 0.60  C5 1.082
48 H -2.78 -0.63 1.60  C6 1.089
49 H -2.37 -1.17 0.04  C6 1.083
50 H -1.24 -3.17 -0.04  C8 1.103
51 H -2.60 -3.22 1.15  C8 1.095
52 H -2.40 -5.37 1.20  C10 1.089
53 H -1.13 -6.08 2.14  C10 1.081
54 H 0.08 -5.21 -0.30  C11 1.084
55 H -0.27 -6.86 0.26  C11 1.084
56 H -1.43 -5.70 -1.78  O12 0.966
57 H -0.53 1.67 -0.83  C13 1.080
58 H -0.22 -0.01 -2.55  C14 1.082
59 H -0.88 -1.22 -1.41  C14 1.087
60 H -2.97 -0.56 -1.81  C15 1.088
61 H -3.30 0.60 -3.94  C16 1.080
62 H -1.97 -0.62 -4.07  C16 1.080
63 H -1.64 1.09 -3.90  C16 1.091
64 H 1.60 1.60 -0.61  C18 1.087
65 H 2.14 1.29 -2.81  O21 0.973
66 H 0.97 -2.09 -1.36  O22 0.969
67 H 2.67 0.73 1.08  N23 1.031
68 H 0.98 -1.52 0.77  C24 1.078
69 H 1.08 -1.18 2.40  C24 1.072
70 H 3.21 -2.18 0.54  C25 1.078
71 H 2.74 -2.69 2.10  C25 1.085
72 H 4.35 -0.13 1.73  C26 1.079
73 H 4.25 -1.19 3.16  C26 1.072
74 H 2.18 2.77 0.97  C29 1.089
75 H 1.53 3.51 2.37  C29 1.083
76 H 0.00 4.54 1.15  C30 1.085
77 H -0.72 3.13 0.51  C30 1.082
78 H 0.83 3.21 -1.42  C31 1.086
79 H 0.07 4.72 -1.11  C31 1.085
80 H 2.74 4.48 0.21  C32 1.081
81 H 1.87 5.83 -0.48  C32 1.085
82 H 2.92 5.60 -2.36  N33 1.010
83 H 5.02 5.81 -1.83  N35 1.017
84 H 3.94 2.31 -2.23  N36 1.014
85 H 4.94 2.51 -0.90  N36 1.013
86 H 1.90 2.55 5.36  O38 0.975
87 H 3.43 2.78 2.99  O39 0.974
88 C -6.07 -1.99 -4.40  C89 1.512, O93 1.435, H94 1.087, H95 1.091
89 C -6.01 -3.35 -5.06  C88 1.512, O90 1.431, H96 1.091, H97 1.086
90 O -4.82 -3.26 -5.85  C89 1.431, C91 1.349
91 C -4.02 -2.32 -5.30  O90 1.349, O92 1.188, O93 1.362
92 O -2.90 -2.12 -5.62  C91 1.188
93 O -4.69 -1.62 -4.33  C88 1.435, C91 1.362
94 H -6.51 -2.02 -3.41  C88 1.087
95 H -6.60 -1.26 -5.01  C88 1.091
96 H -5.90 -4.16 -4.34  C89 1.091
97 H -6.87 -3.56 -5.69  C89 1.086